A 11-piece molecular cluster, C42H105IN2O13P2S overall. Source: OMol25; level of theory: wB97M-V/def2-TZVPD.

- SMILES: CCCCCCCCC[C@]1(NCCC)[C@](COCC)([PH2]=S)OC(=O)[C@]1([PH2]=N)[C@H](I)CC.CCO.CCO.CCO.CCO.CCO.CCO.CCO.CCO.CCO.CCO
- Orbital gap: 0.3147 Eh
- Spin multiplicity: 1
- Net charge: 0
- HOMO energy: -8.36 eV
- Calculated total energy: -112363.8163 eV

Each atom is followed by the atoms it is bonded to, with distances in Å.
CARTESIAN COORDINATES (ANGSTROEM)
1 H 1.11 5.48 3.03  C143 1.085
2 C 3.15 -2.40 4.01  C18 1.516, H44 1.082, H52 1.085, H79 1.085
3 O -4.54 -1.21 -2.17  C74 1.428, H75 0.962
4 H -5.02 -1.81 -0.25  C74 1.097
5 H 2.29 -3.54 -5.02  C58 1.089
6 H -3.49 -0.65 2.56  C19 1.084
7 H 8.98 -1.00 -1.25  C146 1.089
8 C 0.14 -6.00 -3.18  C30 1.519, H91 1.092, H137 1.091, H141 1.092
9 C -6.91 5.71 3.37  H33 1.092, H87 1.092, H133 1.090, C139 1.519
10 H 2.88 3.11 2.85  C88 1.088
11 C 1.94 0.80 -1.32  H103 1.087, C123 1.530, H136 1.084, C138 1.529
12 H 3.91 -0.95 2.63  C18 1.093
13 H 2.61 -1.94 -5.69  C58 1.088
14 H 4.84 -2.49 -4.10  C157 1.090
15 O -1.03 1.23 -6.00  H57 0.967, C77 1.420
16 H 3.17 0.95 5.80  C156 1.091
17 H -5.42 4.95 1.39  O152 0.967
18 C 2.98 -1.49 2.81  C2 1.516, H12 1.093, O85 1.407, H113 1.095
19 C -4.21 0.05 2.97  H6 1.084, H36 1.082, H55 1.084, C63 1.543
20 H -5.05 1.65 1.83  C63 1.081
21 C 1.72 0.32 1.99  C54 1.524, H78 1.086, O85 1.414, H134 1.083
22 H 0.29 -2.68 -4.23  O76 0.963
23 H -1.73 4.32 0.24  P125 1.396
24 C -0.53 0.93 -0.53  C105 1.533, C138 1.531, H142 1.081, H166 1.083
25 C -10.46 -1.37 -1.53  H42 1.096, O48 1.424, C53 1.518, H130 1.089
26 H 4.56 0.04 0.33  C118 1.091
27 H -5.01 -2.77 6.31  C34 1.096
28 H -1.88 -6.59 -3.69  C30 1.095
29 C 4.66 0.27 7.20  O98 1.428, H149 1.095, C156 1.518, H163 1.089
30 C -1.21 -5.73 -3.83  C8 1.519, H28 1.095, O38 1.427, H93 1.089
31 H -2.99 0.56 -5.83  C77 1.096
32 H 1.70 -3.49 -7.44  C135 1.091
33 H -7.88 5.81 3.85  C9 1.092
34 C -4.54 -2.98 5.34  H27 1.096, O35 1.426, H70 1.089, C97 1.517
35 O -5.49 -2.78 4.30  C34 1.426, H140 0.960
36 H -4.06 0.13 4.04  C19 1.082
37 H 7.04 0.81 1.10  C39 1.087
38 O -1.08 -5.45 -5.22  C30 1.427, H81 0.961
39 C 6.15 1.35 0.77  H37 1.087, C104 1.532, C118 1.543, H127 1.087
40 H -4.75 -5.13 5.47  C97 1.093
41 H 0.32 -0.44 -1.92  C138 1.087
42 H -10.07 -2.02 -0.73  C25 1.096
43 H -3.15 1.12 -3.39  C86 1.090
44 H 3.83 -1.98 4.74  C2 1.082
45 H 5.61 2.03 -1.71  C120 1.088
46 H -3.19 4.96 2.93  N121 1.010
47 C 6.74 -2.50 -5.11  H69 1.091, H109 1.091, C157 1.517, H164 1.093
48 O -9.91 -0.06 -1.38  C25 1.424, H68 0.960
49 H 4.09 2.12 -0.89  C120 1.089
50 H 5.90 1.66 6.63  O98 0.960
51 H 0.59 -1.99 1.39  P106 1.401
52 H 2.17 -2.58 4.44  C2 1.085
53 C -11.97 -1.36 -1.51  C25 1.518, H71 1.090, H73 1.091, H124 1.092
54 C 0.23 0.61 1.87  C21 1.524, O101 1.413, C105 1.537, P106 1.953
55 H -5.19 -0.38 2.80  C19 1.084
56 H 7.77 0.13 -3.53  O108 0.961
57 H -0.68 0.36 -5.80  O15 0.967
58 C 1.83 -2.66 -5.46  H5 1.089, H13 1.088, O76 1.441, C135 1.514
59 C -3.02 1.43 1.17  C63 1.538, I80 2.195, C95 1.541, H96 1.080
60 H -7.49 -1.56 -0.55  C161 1.091
61 O -1.86 2.21 4.05  C155 1.205
62 H -0.84 4.50 2.30  P125 1.398
63 C -4.09 1.42 2.27  C19 1.543, H20 1.081, C59 1.538, H126 1.079
64 N 0.40 2.88 0.61  C105 1.479, C107 1.460, H153 1.005
65 H -1.50 1.77 -3.45  C86 1.089
66 H 2.55 0.67 7.43  C156 1.091
67 H 5.72 -4.02 -3.96  C157 1.095
68 H -10.21 0.29 -0.54  O48 0.960
69 H 7.31 -2.12 -4.27  C47 1.091
70 H -3.75 -2.25 5.18  C34 1.089
71 H -12.36 -0.72 -2.30  C53 1.090
72 H -6.67 -0.04 -0.93  C161 1.092
73 H -12.38 -2.36 -1.64  C53 1.091
74 C -5.46 -1.80 -1.25  O3 1.428, H4 1.097, H89 1.089, C161 1.517
75 H -4.42 -0.29 -1.89  O3 0.962
76 O 0.98 -2.05 -4.46  H22 0.963, C58 1.441
77 C -2.31 1.30 -5.38  O15 1.420, H31 1.096, C86 1.514, H115 1.090
78 H 2.16 -0.08 1.08  C21 1.086
79 H 3.54 -3.35 3.67  C2 1.085
80 I -3.94 2.40 -0.57  C59 2.195
81 H -0.68 -6.22 -5.64  O38 0.961
82 H -3.49 -4.59 4.37  C97 1.090
83 H 4.30 1.93 1.79  C104 1.088
84 H 2.36 -0.30 -3.17  C123 1.085
85 O 1.91 -0.61 3.04  C18 1.407, C21 1.414
86 C -2.19 1.05 -3.90  H43 1.090, H65 1.089, C77 1.514, H90 1.090
87 H -6.53 4.71 3.57  C9 1.092
88 C 1.96 3.55 2.49  H10 1.088, H94 1.085, C107 1.537, C143 1.535
89 H -5.58 -2.84 -1.57  C74 1.089
90 H -1.78 0.06 -3.72  C86 1.090
91 H 0.81 -5.15 -3.31  C8 1.092
92 H 5.42 1.00 2.81  C104 1.085
93 H -1.68 -4.86 -3.38  C30 1.089
94 H 1.16 3.16 3.12  C88 1.085
95 C -1.67 2.04 1.59  C59 1.541, C105 1.621, P125 1.890, C155 1.527
96 H -2.93 0.40 0.84  C59 1.080
97 C -3.96 -4.39 5.33  C34 1.517, H40 1.093, H82 1.090, H148 1.091
98 O 5.77 0.73 6.43  C29 1.428, H50 0.960
99 H 2.47 2.31 0.81  C107 1.088
100 H 9.67 -1.05 -2.88  C146 1.095
101 O -0.17 1.06 3.15  C54 1.413, C155 1.376
102 H 9.10 1.49 -1.26  C154 1.091
103 H 1.75 1.79 -1.72  C11 1.087
104 C 5.35 1.74 2.02  C39 1.532, H83 1.088, H92 1.085, H144 1.088
105 C -0.31 1.60 0.83  C24 1.533, C54 1.537, N64 1.479, C95 1.621
106 P -0.50 -1.20 1.80  H51 1.401, C54 1.953, S114 1.941, H131 1.404
107 C 1.78 3.12 1.03  N64 1.460, C88 1.537, H99 1.088, H132 1.086
108 O 7.73 -0.34 -2.69  H56 0.961, C146 1.427
109 H 6.49 -1.68 -5.78  C47 1.091
110 H 6.00 -0.23 -0.65  C118 1.085
111 H 3.05 -0.94 -1.71  C123 1.093
112 H 0.84 -0.75 -0.30  C138 1.087
113 H 2.80 -2.10 1.92  C18 1.095
114 S -1.22 -1.89 3.47  P106 1.941
115 H -2.71 2.29 -5.59  C77 1.090
116 H -7.72 5.23 1.42  C139 1.097
117 H 2.39 5.59 1.80  C143 1.084
118 C 5.34 0.53 -0.25  H26 1.091, C39 1.543, H110 1.085, C120 1.519
119 H 0.25 -3.73 -6.44  C135 1.091
120 C 4.79 1.43 -1.34  H45 1.088, H49 1.089, C118 1.519, C129 1.523
121 N -3.29 4.37 2.12  H46 1.010, P125 1.572
122 H 5.21 -4.32 -6.21  O147 0.961
123 C 2.85 -0.01 -2.24  C11 1.530, H84 1.085, H111 1.093, C129 1.533
124 H -12.34 -0.96 -0.56  C53 1.092
125 P -1.88 3.92 1.57  H23 1.396, H62 1.398, C95 1.890, N121 1.572
126 H -3.91 2.20 3.00  C63 1.079
127 H 6.51 2.27 0.31  C39 1.087
128 H 0.58 -2.15 -7.15  C135 1.092
129 C 4.20 0.67 -2.52  C120 1.523, C123 1.533, H159 1.088, H162 1.089
130 H -10.09 -1.75 -2.48  C25 1.089
131 H -1.39 -1.30 0.72  P106 1.404
132 H 2.14 3.95 0.42  C107 1.086
133 H -6.21 6.42 3.82  C9 1.090
134 H 2.28 1.22 2.25  C21 1.083
135 C 1.05 -3.03 -6.70  H32 1.091, C58 1.514, H119 1.091, H128 1.092
136 H 2.50 0.86 -0.39  C11 1.084
137 H 0.03 -6.19 -2.11  C8 1.091
138 C 0.64 0.06 -1.01  C11 1.529, C24 1.531, H41 1.087, H112 1.087
139 C -7.01 5.95 1.87  C9 1.519, H116 1.097, H150 1.090, O152 1.419
140 H -6.20 -3.41 4.42  O35 0.960
141 H 0.62 -6.87 -3.63  C8 1.092
142 H -0.73 1.68 -1.29  C24 1.081
143 C 2.05 5.07 2.69  H1 1.085, C88 1.535, H117 1.084, H165 1.086
144 H 5.75 2.66 2.44  C104 1.088
145 H 10.71 0.80 -1.55  C154 1.091
146 C 9.06 -0.46 -2.18  H7 1.089, H100 1.095, O108 1.427, C154 1.517
147 O 4.68 -3.68 -5.72  H122 0.961, C157 1.428
148 H -3.22 -4.52 6.12  C97 1.091
149 H 4.90 0.35 8.26  C29 1.095
150 H -7.38 6.95 1.67  C139 1.090
151 H -7.24 -1.08 -2.23  C161 1.090
152 O -5.75 5.84 1.23  H17 0.967, C139 1.419
153 H 0.31 3.17 -0.35  N64 1.005
154 C 9.70 0.90 -1.96  H102 1.091, H145 1.091, C146 1.517, H160 1.092
155 C -1.33 1.79 3.06  O61 1.205, C95 1.527, O101 1.376
156 C 3.40 1.04 6.86  H16 1.091, C29 1.518, H66 1.091, H158 1.093
157 C 5.47 -3.19 -4.64  H14 1.090, C47 1.517, H67 1.095, O147 1.428
158 H 3.53 2.10 7.08  C156 1.093
159 H 4.13 1.33 -3.38  C129 1.088
160 H 9.76 1.46 -2.89  C154 1.092
161 C -6.80 -1.08 -1.24  H60 1.091, H72 1.092, C74 1.517, H151 1.090
162 H 4.90 -0.12 -2.78  C129 1.089
163 H 4.54 -0.79 6.96  C29 1.089
164 H 7.37 -3.20 -5.67  C47 1.093
165 H 2.77 5.29 3.48  C143 1.086
166 H -1.41 0.29 -0.52  C24 1.083

Mulliken atomic charge list, values in e, 2 entries:
1 H 0.36
2 C -1.54